DFT (ωB97M-V/def2-TZVPD) results for a molecular structure, C40H63F12HfIN8O10S2 at a distorted geometry.

E_HOMO = -9.415 eV
Energy = -5092.9695 Ha
LUMO = 0.04 eV

ORCA input file:
```
! wB97M-V def2-TZVPD RIJCOSX def2/J DEFGRID3
* xyz 0 1
Hf 11.495 15.665 17.001
C 11.284 18.222 21.240
F 10.665 18.525 20.049
F 12.034 19.324 21.593
F 10.384 17.887 22.183
S 12.342 16.717 21.066
O 13.469 17.077 21.884
O 11.557 15.560 21.454
N 12.650 16.545 19.551
S 13.741 17.199 18.587
O 13.286 16.909 17.240
O 14.261 18.450 18.898
C 15.263 16.048 18.846
F 14.974 14.815 18.315
F 16.281 16.511 18.185
F 15.552 15.859 20.106
I 12.650 14.526 14.850
O 10.940 16.988 15.693
C 9.755 17.922 16.165
C 9.205 17.399 17.643
O 9.971 16.230 18.138
H 9.021 17.778 15.372
H 10.223 18.826 15.913
H 8.212 17.088 17.597
H 9.242 18.230 18.294
C 13.802 15.308 8.375
C 14.342 15.437 9.766
C 13.336 15.234 10.890
C 12.642 13.949 10.745
N 12.092 12.958 10.620
H 13.368 14.333 8.203
H 14.589 15.472 7.636
H 13.056 16.067 8.199
H 14.865 16.363 9.990
H 15.172 14.705 9.922
H 12.570 16.039 10.846
H 13.865 15.271 11.819
C 9.387 7.148 14.602
C 10.621 7.265 15.515
C 10.771 8.676 16.148
C 9.692 8.957 17.123
N 8.914 9.225 17.962
H 8.489 7.328 15.141
H 9.394 6.123 14.198
H 9.405 7.857 13.778
H 11.483 7.087 14.859
H 10.644 6.488 16.295
H 10.685 9.373 15.341
H 11.711 8.849 16.682
C 9.320 12.188 13.187
C 7.929 12.312 13.865
C 8.102 12.435 15.394
C 9.049 13.420 15.838
N 9.910 14.122 15.993
H 9.872 11.418 13.749
H 9.947 13.050 13.284
H 9.193 11.885 12.101
H 7.242 11.506 13.678
H 7.440 13.198 13.463
H 8.409 11.484 15.847
H 7.076 12.635 15.784
C 12.828 12.568 21.258
C 11.471 11.905 21.208
C 10.922 11.636 19.772
C 11.426 12.634 18.850
N 11.673 13.528 18.157
H 13.578 12.170 20.590
H 13.220 12.589 22.303
H 12.639 13.613 21.053
H 10.763 12.581 21.721
H 11.490 11.026 21.789
H 9.828 11.801 19.676
H 11.166 10.594 19.429
C 12.408 9.796 12.142
C 13.232 10.247 13.320
C 14.710 10.370 12.979
C 15.055 11.598 12.260
N 15.463 12.555 11.803
H 11.356 9.735 12.429
H 12.748 8.879 11.704
H 12.443 10.599 11.378
H 13.201 9.533 14.149
H 12.886 11.229 13.602
H 15.059 9.476 12.460
H 15.289 10.467 13.906
C 17.348 10.575 18.465
C 17.176 11.007 17.033
C 15.832 11.724 16.755
C 14.656 10.834 17.106
N 13.660 10.269 17.362
H 18.333 10.125 18.571
H 16.517 9.966 18.806
H 17.385 11.479 19.051
H 17.359 10.165 16.396
H 17.950 11.714 16.757
H 15.623 11.935 15.702
H 15.803 12.651 17.340
C 15.017 18.072 13.006
C 15.147 18.594 14.440
C 13.743 18.719 15.094
C 12.893 19.738 14.398
N 12.304 20.571 13.861
H 16.016 18.097 12.479
H 14.336 18.703 12.427
H 14.718 17.008 12.955
H 15.586 19.591 14.297
H 15.834 17.916 14.992
H 13.838 19.076 16.117
H 13.110 17.837 15.115
C 17.355 15.769 14.947
C 16.920 14.626 14.110
O 18.093 14.297 13.223
C 18.085 14.804 12.023
O 17.235 15.562 11.576
C 19.450 14.570 11.330
F 19.355 14.795 10.011
F 20.280 15.504 11.837
F 19.961 13.349 11.478
H 18.114 15.352 15.580
H 16.544 16.115 15.574
H 17.763 16.565 14.303
H 16.132 14.815 13.406
H 16.608 13.692 14.622
C 9.775 15.942 12.138
C 10.698 17.079 12.568
O 10.939 17.893 11.427
C 10.187 18.929 11.222
O 9.325 19.381 11.931
C 10.525 19.572 9.907
F 10.037 18.857 8.870
F 9.890 20.753 9.927
F 11.797 19.897 9.701
H 10.341 15.340 11.453
H 8.872 16.294 11.619
H 9.606 15.338 12.996
H 11.639 16.808 12.986
H 10.276 17.781 13.318
*
```

Atomic partial charges in e from the Mulliken method, atoms 1 to 2: 0.73 0.51


DFT (ωB97M-V/def2-TZVPD) results for a molecular structure, C40H64AuP2SeSi2.

E_HOMO = -10.159 eV
Energy = -5361.3786 Ha
LUMO = -3.46 eV

ORCA input file:
```
! wB97M-V def2-TZVPD RIJCOSX def2/J DEFGRID3
* xyz 1 1
Au 1.008 0.621 1.096
C 4.121 0.994 -0.239
Si 2.634 -0.069 -0.505
C 2.940 -1.889 -0.360
C 4.253 -2.361 -0.390
C 4.509 -3.725 -0.389
C 3.452 -4.621 -0.367
C 2.141 -4.161 -0.338
C 1.868 -2.796 -0.327
P 0.195 -2.065 -0.234
C -0.544 -2.301 -1.921
C -0.108 -3.515 -2.744
C -0.717 -3.445 -4.145
C -2.238 -3.326 -4.092
C -2.669 -2.126 -3.253
C -2.073 -2.206 -1.850
C -0.824 -3.051 0.932
C -1.101 -4.540 0.714
C -2.315 -4.944 1.569
C -2.328 -4.206 2.922
C -0.910 -3.835 3.346
C -0.299 -2.824 2.364
C 1.773 0.339 -2.118
C 2.273 -0.219 -3.294
C 1.653 0.014 -4.514
C 0.515 0.805 -4.571
C 0.003 1.367 -3.408
C 0.627 1.144 -2.184
P -0.031 1.838 -0.635
C 0.648 3.543 -0.611
C 0.286 4.491 -1.758
C 1.306 5.640 -1.794
C 1.724 6.089 -0.380
C 0.646 5.746 0.642
C 0.501 4.225 0.767
C -1.865 1.617 -0.800
C -2.675 2.791 -1.373
C -3.023 3.854 -0.334
C -3.713 3.244 0.882
C -2.837 2.159 1.499
C -2.518 1.072 0.480
H 4.841 0.853 -1.051
H 4.593 0.753 0.713
H 3.838 2.048 -0.231
H 5.084 -1.665 -0.404
H 5.529 -4.085 -0.402
H 3.645 -5.686 -0.369
H 1.332 -4.877 -0.332
H -0.198 -1.416 -2.470
H -0.422 -4.443 -2.256
H 0.982 -3.549 -2.813
H -0.425 -4.323 -4.723
H -0.306 -2.571 -4.664
H -2.658 -4.238 -3.654
H -2.647 -3.249 -5.101
H -3.758 -2.075 -3.196
H -2.329 -1.202 -3.738
H -2.477 -3.086 -1.338
H -2.375 -1.336 -1.255
H -1.791 -2.535 0.848
H -0.230 -5.117 1.029
H -1.281 -4.778 -0.335
H -2.294 -6.024 1.729
H -3.236 -4.729 1.021
H -2.809 -4.822 3.682
H -2.926 -3.292 2.847
H -0.296 -4.739 3.377
H -0.900 -3.428 4.358
H 0.793 -2.891 2.389
H -0.545 -1.804 2.669
H 3.144 -0.865 -3.260
H 2.048 -0.433 -5.417
H 0.021 0.983 -5.517
H -0.893 1.973 -3.468
H 1.712 3.299 -0.749
H -0.717 4.890 -1.613
H 0.287 3.966 -2.716
H 0.872 6.478 -2.341
H 2.187 5.325 -2.357
H 1.935 7.158 -0.373
H 2.655 5.593 -0.086
H -0.305 6.188 0.330
H 0.878 6.173 1.618
H -0.458 3.984 1.231
H 1.275 3.832 1.433
H -1.878 0.805 -1.535
H -3.608 2.367 -1.759
H -2.167 3.244 -2.225
H -3.658 4.613 -0.796
H -2.118 4.368 0.000
H -4.675 2.814 0.584
H -3.929 4.020 1.618
H -3.325 1.717 2.370
H -1.909 2.611 1.867
H -3.455 0.589 0.182
H -1.893 0.285 0.917
C 2.332 2.062 5.332
Si 1.310 0.743 4.517
C -0.225 1.495 3.746
C 0.827 -0.573 5.737
Se 2.540 -0.209 2.837
H 1.796 2.500 6.178
H 2.575 2.858 4.626
H 3.271 1.650 5.705
H -0.851 1.951 4.520
H -0.842 0.745 3.240
H 0.041 2.281 3.035
H 0.267 -0.138 6.569
H 1.711 -1.067 6.143
H 0.205 -1.336 5.264
*
```

Atomic partial charges in e from the Mulliken method, atoms 1 to 2: 2.07 -1.07